Record 1
# C3H12N2OS

2 unconnected molecules or ions with the total composition C3H12N2OS at a distorted geometry (ωB97M-V/def2-TZVPD, the Open Molecules 2025 dataset).

XYZ file:
```
19
Properties=species:S:1:pos:R:3:forces:R:3:nbo_charge:R:1
N 0.0514 0.0443 1.8691 0.2 0.5 0.1 -0.830
C 1.0259 0.9260 1.1858 -0.2 -0.3 0.2 -0.223
C 0.3270 1.6978 0.0723 -0.2 -1.0 0.3 -0.536
S 1.4574 2.8828 -0.6416 0.5 0.4 0.2 -0.030
H 0.4929 -0.2773 2.7268 -0.1 -0.2 -0.1 0.360
H -0.7117 0.6301 2.1810 -0.2 0.1 0.2 0.344
H 1.4738 1.6448 1.8811 0.1 0.0 0.0 0.168
H 1.8016 0.2647 0.7998 0.1 0.2 -0.2 0.202
H -0.5663 2.1457 0.5101 0.0 0.3 -0.2 0.202
H 0.0185 0.9903 -0.6951 -0.1 0.0 0.0 0.224
H 0.7374 3.1685 -1.7154 -0.2 0.1 -0.3 0.122
N 0.0033 -2.2028 -0.6632 -0.3 -0.4 0.0 -0.853
C -1.0043 -1.5278 -1.4786 1.0 -0.2 -0.2 0.107
O -1.9173 -0.9245 -0.6134 -0.6 -0.1 -0.4 -0.735
H -0.4681 -2.9552 -0.1731 0.0 -0.1 0.2 0.352
H 0.7176 -2.6600 -1.2142 0.1 0.2 -0.3 0.360
H -0.4555 -0.7946 -2.0833 -0.1 0.1 -0.1 0.133
H -1.5255 -2.1964 -2.1730 -0.3 0.1 0.1 0.140
H -1.4582 -0.8563 0.2250 0.4 0.3 0.6 0.493
```
Forces are in eV/Å.

Computed properties:
Kohn-Sham gap: 9.99 eV
lowest unoccupied orbital energy: 0.943 eV
total energy: -704.413299 a.u.
relative energy (zero: lowest compared OMol25 entry of this formula, charge and spin): 65.5 kJ/mol
SMILES: NCCS.NCO

Record 2
# C3H5DyO3

A molecular structure, C3H5DyO3 at a distorted geometry (ωB97M-V/def2-TZVPD, the Open Molecules 2025 dataset).

XYZ file:
```
12
Properties=species:S:1:pos:R:3:forces:R:3:lowdin_charge:R:1
Dy -2.0369 2.0062 -1.0108 2.2 -1.5 0.7 1.769
O -0.9929 1.9050 1.2230 -0.5 0.4 -0.6 -0.151
O -0.1935 -0.1664 1.2745 -0.4 0.5 0.1 0.006
C 0.5987 -0.9648 0.3809 0.5 -0.2 -0.2 -0.119
C -0.0146 -0.7748 -1.0120 0.2 -0.9 0.0 -0.322
O -0.2558 0.5702 -1.2221 -1.8 1.7 -0.2 -0.505
C -0.0461 1.1301 1.0974 0.4 -0.6 0.0 -0.381
H 1.6395 -0.6076 0.4029 -0.2 -0.1 0.0 0.137
H 0.5515 -1.9970 0.7421 0.0 0.3 -0.1 0.142
H -0.9364 -1.3855 -1.0703 0.2 0.2 0.0 0.119
H 0.6965 -1.1936 -1.7489 -0.2 0.2 0.2 0.132
H 0.9900 1.4782 0.9432 -0.3 -0.1 0.0 0.173
```
Forces are in eV/Å.

Computed properties:
Kohn-Sham gap (spin up / spin down): 9.48 / 8.26 eV
multiplicity: 7
lowest unoccupied orbital energy (spin up / spin down): -3.785 / -5.299 eV
total energy: -1227.835256 a.u.
relative energy (zero: lowest compared OMol25 entry of this formula, charge and spin): 0.0 kJ/mol
charge: +1

Record 3
# C4H6O2

A molecular structure, C4H6O2 at a distorted geometry (ωB97M-V/def2-TZVPD, the Open Molecules 2025 dataset).

XYZ file:
```
12
Properties=species:S:1:pos:R:3:forces:R:3:nbo_charge:R:1
C 0.3117 -1.6987 1.2139 -7.0 0.0 3.4 -0.624
C 0.7623 -0.6748 0.2440 -11.5 3.4 1.9 0.071
C 0.1108 -0.4590 -1.0875 -11.0 -2.5 9.1 -0.421
C -0.4522 0.8281 -0.4889 1.8 2.9 0.2 0.785
H -0.0163 -1.3427 2.3963 1.2 -0.2 -3.5 0.245
H 0.9299 -2.4837 1.4253 2.2 -1.8 0.0 0.215
H -0.7393 -2.2634 0.9572 2.4 1.5 0.2 0.210
H 1.6108 -0.9057 0.1554 13.0 -1.4 -1.2 0.162
H 0.5034 -0.3477 -1.9032 4.7 0.8 -8.8 0.197
H -1.1140 -1.1693 -1.1975 4.1 1.7 0.0 0.192
O -1.0448 1.8179 -0.8457 0.5 -2.3 0.7 -0.536
O 0.3485 0.7494 0.7054 -0.5 -2.1 -2.1 -0.498
```
Forces are in eV/Å.

Computed properties:
Kohn-Sham gap: 11.28 eV
lowest unoccupied orbital energy: 0.786 eV
total energy: -306.319523 a.u.
relative energy (zero: lowest compared OMol25 entry of this formula, charge and spin): 490.4 kJ/mol

Record 4
# C18H28AsBr2N2NiO2Si2

A molecular structure, C18H28AsBr2N2NiO2Si2 at a distorted geometry (ωB97M-V/def2-TZVPD, the Open Molecules 2025 dataset).

XYZ file:
```
56
Properties=species:S:1:pos:R:3:forces:R:3:nbo_charge:R:1
Ni 0.5951 -1.5753 0.3016 1.0 -1.8 1.0 0.993
N -1.4445 -4.9577 -0.9719 0.0 0.1 -0.2 -0.821
C -0.5910 -4.0661 -0.3920 -0.2 -0.6 0.4 0.715
O -0.0785 -3.1794 -1.0560 0.4 0.8 0.0 -0.634
C -0.2965 -4.2562 1.0737 0.4 0.3 0.2 -0.538
C 0.8710 -3.3489 1.4855 -0.4 0.9 -0.7 -0.745
H -1.7897 -4.7113 -1.8854 0.0 0.0 0.0 0.398
H -2.0497 -5.5182 -0.3978 0.1 0.0 0.1 0.389
H -0.1157 -5.3247 1.2809 -0.2 0.1 -0.1 0.195
H -1.2022 -3.9634 1.6155 0.0 0.0 0.0 0.235
H 1.8189 -3.8159 1.1786 -0.1 0.2 0.0 0.173
H 0.8893 -3.2379 2.5771 0.0 0.2 -0.2 0.181
Br -3.9937 -0.6315 2.2147 0.1 0.2 0.1 0.013
C -2.3059 -0.0084 2.8452 -0.2 -0.2 -0.3 -0.222
C -2.2293 0.7380 4.0005 0.4 0.2 0.3 -0.220
C -1.0004 1.1587 4.4635 -0.5 0.2 0.4 -0.131
Br -0.9649 2.2448 6.0475 0.0 -0.1 -0.2 -0.017
C 0.1911 0.8149 3.8087 0.1 0.0 -0.1 -0.110
C 1.4844 1.1854 4.2312 0.3 -0.1 -0.2 -0.160
C 2.5730 0.7542 3.5149 -0.3 0.2 0.4 -0.249
C 2.3806 -0.0436 2.3867 -0.2 -0.3 -0.5 0.032
N 1.1825 -0.3773 1.9442 0.3 -0.2 -0.5 -0.416
C 0.0950 0.0394 2.6205 -0.1 0.2 0.2 0.070
C -1.1852 -0.3551 2.0642 -0.7 -0.3 -0.5 0.439
O -1.2851 -0.9709 0.9676 -0.3 0.0 0.6 -0.766
H -3.1304 1.0034 4.5316 -0.1 0.0 0.1 0.230
H 1.6104 1.8023 5.1101 0.0 0.0 0.0 0.224
H 3.5755 1.0208 3.8168 0.1 0.0 0.0 0.214
H 3.2288 -0.4037 1.8205 0.0 0.0 -0.1 0.204
C -1.9211 1.7133 -2.9697 0.5 -0.5 0.2 -1.103
Si -0.8979 0.0824 -2.9783 -0.7 0.2 -0.8 1.350
C -0.2589 -0.0148 -4.7994 -0.1 0.0 0.7 -1.101
C -2.2156 -1.2982 -2.7910 0.6 0.3 0.1 -1.103
As 0.9198 -0.0994 -1.5150 0.1 0.5 -0.3 -0.764
Si 1.4013 2.1566 -1.1303 0.3 0.9 0.0 1.335
C 0.1196 3.3463 -0.3226 0.3 -0.6 -0.3 -1.106
C 1.8802 3.0122 -2.7898 -0.2 -0.5 0.4 -1.103
C 2.9679 2.3484 -0.0261 -0.5 -0.4 -0.3 -1.099
H -2.6771 1.7170 -3.7503 -0.1 -0.2 -0.2 0.218
H -1.2803 2.5740 -3.1316 0.1 0.2 0.0 0.219
H -2.4287 1.8441 -2.0194 -0.1 0.0 0.2 0.232
H -1.0641 0.0432 -5.5281 -0.3 0.0 0.0 0.210
H 0.2857 -0.9399 -4.9757 0.1 -0.1 0.0 0.225
H 0.4212 0.8117 -4.9942 0.2 0.1 0.0 0.224
H -2.9609 -1.2852 -3.5835 0.0 0.2 -0.2 0.213
H -2.7280 -1.1835 -1.8405 -0.1 0.0 0.3 0.244
H -1.7363 -2.2712 -2.7856 0.1 -0.2 0.0 0.226
H -0.7755 3.4200 -0.9305 -0.2 0.0 -0.1 0.228
H 0.5163 4.3511 -0.1976 0.2 0.1 0.0 0.216
H -0.1775 2.9828 0.6573 -0.1 -0.1 0.2 0.231
H 1.0031 3.1331 -3.4170 -0.2 0.0 -0.2 0.220
H 2.5925 2.4011 -3.3377 0.1 -0.1 -0.1 0.229
H 2.3227 3.9932 -2.6482 0.1 0.2 0.2 0.215
H 2.7032 2.3018 1.0266 -0.1 0.0 0.2 0.224
H 3.4771 3.2937 -0.1967 0.0 0.2 -0.1 0.219
H 3.6781 1.5495 -0.2231 0.1 -0.1 0.0 0.226
```
Forces are in eV/Å.

Computed properties:
Kohn-Sham gap (spin up / spin down): 6.25 / 6.25 eV
lowest unoccupied orbital energy (spin up / spin down): 2.563 / 2.563 eV
total energy: -10433.918837 a.u.
relative energy (zero: lowest compared OMol25 entry of this formula, charge and spin): 91.8 kJ/mol
charge: -1

Record 5
# C3H5BrS

A single C3H5BrS molecule at a distorted geometry (ωB97M-V/def2-TZVPD, the Open Molecules 2025 dataset).

XYZ file:
```
10
Properties=species:S:1:pos:R:3:forces:R:3:nbo_charge:R:1
S 2.6037 -0.9475 -0.1708 -0.3 0.4 0.1 0.065
C 1.4168 0.1325 0.0829 2.1 1.3 -0.8 -0.268
C 0.0720 -0.3006 0.5446 -0.9 3.4 1.9 -0.512
C -0.9870 0.2660 -0.4273 -0.2 -2.6 -0.8 -0.422
Br -2.8092 -0.2885 -0.0469 -0.3 -0.5 0.3 -0.021
H 1.7200 1.2304 -0.1974 -1.2 -1.9 0.8 0.219
H 0.1590 -1.3478 0.6226 -0.7 -1.3 -0.2 0.247
H -0.1496 0.0804 1.6519 0.5 -0.5 -2.2 0.241
H -1.2208 1.2615 -0.6104 0.9 2.2 0.7 0.231
H -0.8049 -0.0864 -1.4492 0.1 -0.4 0.3 0.219
```
Forces are in eV/Å.

Computed properties:
Kohn-Sham gap: 8.44 eV
lowest unoccupied orbital energy: -0.583 eV
total energy: -3089.456452 a.u.
relative energy (zero: lowest compared OMol25 entry of this formula, charge and spin): 85.5 kJ/mol
SMILES: S=CCCBr

Record 6
# C6H29N2O7

8 unconnected molecules or ions with the total composition C6H29N2O7 at a distorted geometry (ωB97M-V/def2-TZVPD, the Open Molecules 2025 dataset).

XYZ file:
```
44
Properties=species:S:1:pos:R:3:forces:R:3:nbo_charge:R:1
C -1.4836 2.3013 -1.9746 -1.6 1.2 2.2 -0.644
C -0.9275 0.9431 -1.5077 -2.2 -1.6 -3.3 -0.085
C -1.5659 0.4380 -0.2162 -3.5 1.4 1.7 -0.525
C -0.6136 0.2113 0.9032 -1.5 -0.2 2.0 0.181
C 0.0371 -1.0056 0.9813 1.5 -0.3 2.3 -0.215
C -0.9073 2.4477 1.9188 -0.5 0.8 0.0 -0.480
N -0.6759 1.0009 2.0332 -0.1 0.9 -4.8 -0.322
N 0.5429 0.9540 -1.5197 3.7 -0.8 -1.8 -0.823
H -1.1568 3.1421 -1.2770 -0.5 -1.1 -0.6 0.225
H -1.2404 2.6906 -2.9357 0.6 -0.4 -1.0 0.256
H -2.6350 2.2883 -1.9677 1.8 -0.2 0.2 0.263
H -1.1970 0.1695 -2.3602 0.4 1.4 1.8 0.258
H -2.5055 1.0741 0.2300 2.7 -0.3 -1.3 0.283
H -2.2918 -0.4240 -0.2667 1.6 -0.1 -0.8 0.294
H 0.5910 -1.2598 1.9534 -0.6 0.4 -1.7 0.236
H 0.0734 -1.7498 0.2025 -0.2 0.1 -0.1 0.259
H -1.7665 2.6960 2.5147 -0.1 0.4 0.7 0.260
H -1.1721 2.7935 0.9354 -0.3 -0.8 -0.7 0.235
H -0.0488 3.1264 2.0754 0.0 -1.0 0.9 0.279
H -0.0783 0.7161 2.7287 1.7 -0.7 2.4 0.424
H 0.8078 1.0962 -2.7126 -0.4 0.0 4.8 0.508
H 1.1184 -0.0011 -1.2539 -1.8 2.2 -1.0 0.502
H 0.9670 1.6993 -0.8139 -0.5 -0.7 -2.3 0.482
H 2.4536 -1.7374 -0.2656 0.3 0.9 0.3 0.522
H 3.3823 -0.6667 -0.6195 1.4 0.6 -1.2 0.502
O 2.7454 -0.8393 0.0411 -1.4 -1.3 1.0 -0.978
H 2.4652 3.7152 0.3824 0.2 -0.1 0.3 0.520
H 1.6867 2.3882 0.8745 1.1 0.0 1.2 0.486
O 1.7505 3.0955 0.2353 -1.4 0.3 -1.6 -1.009
H -0.3819 -4.4509 0.6330 -0.3 0.0 -0.3 0.500
H -1.5077 -3.4861 1.1370 0.5 -0.7 -1.1 0.508
O -1.0797 -3.8613 0.3067 -0.2 0.3 1.3 -0.993
H 2.0453 -2.3872 -2.8329 0.7 0.4 0.2 0.505
H 0.8952 -2.2340 -1.9776 0.1 0.2 0.4 0.502
O 1.8384 -1.8880 -2.0204 -1.1 -0.9 -1.1 -1.037
H 2.0756 0.4131 1.0366 0.9 -1.3 -0.9 0.496
H 2.9955 1.1025 2.0431 2.1 0.0 0.5 0.510
O 2.1136 0.9930 1.7771 -2.7 1.1 1.1 -0.985
H -2.0806 -1.6064 2.0260 -1.3 2.5 -0.7 0.470
H -1.0329 -2.2560 2.8363 2.4 0.4 2.1 0.478
O -1.7870 -2.4097 2.3496 -1.8 -2.8 -0.5 -0.868
H -0.8239 -3.4951 -2.5702 -0.4 -0.7 -0.3 0.511
H -1.0006 -2.9652 -1.0734 0.5 -0.7 -1.3 0.515
O -0.6246 -2.7721 -1.9899 -0.3 1.3 1.2 -1.009
```
Forces are in eV/Å.

Computed properties:
Kohn-Sham gap (spin up / spin down): 10.65 / 7.50 eV
multiplicity: 2
lowest unoccupied orbital energy (spin up / spin down): -6.898 / -10.161 eV
total energy: -881.481373 a.u.
relative energy (zero: lowest compared OMol25 entry of this formula, charge and spin): 0.0 kJ/mol
charge: +2

Record 7
# C7H17N2S

2 unconnected molecules or ions with the total composition C7H17N2S at a distorted geometry (ωB97M-V/def2-TZVPD, the Open Molecules 2025 dataset).

XYZ file:
```
27
Properties=species:S:1:pos:R:3:forces:R:3:nbo_charge:R:1
C -0.7786 0.2064 0.1162 -3.4 -0.7 1.8 0.621
C -1.7413 2.1206 -0.6406 0.3 -0.6 0.3 -0.396
C -3.0603 0.6246 0.9369 -0.9 0.8 1.0 -0.433
C -0.6207 -0.9719 2.3759 -1.6 -0.7 0.0 -0.437
C 0.3985 -1.7436 0.3390 0.7 -2.4 -0.8 -0.417
C 3.1790 -1.1231 -1.6177 -2.4 -2.2 2.0 -0.742
C 2.6537 1.4008 -1.9594 2.2 2.1 0.1 -0.690
N -1.9248 0.8954 0.1005 3.9 -1.0 -0.4 -0.361
N -0.5353 -0.8569 0.8915 0.2 2.6 0.5 -0.400
S 1.8307 -0.0231 -2.0636 -1.0 -1.1 -0.6 0.335
H -2.4742 2.1689 -1.3629 -1.8 0.3 -1.6 0.221
H -1.8440 2.9344 0.0246 0.3 1.2 0.5 0.218
H -0.8076 2.0047 -1.1694 0.4 0.6 0.1 0.236
H -4.0343 0.8966 0.4662 0.9 -0.7 -0.1 0.251
H -2.9469 -0.4179 1.2486 -0.7 0.3 0.0 0.228
H -3.0303 1.3326 1.8082 0.2 -0.8 -0.4 0.228
H -0.7938 -0.0415 2.9485 0.9 -0.3 -0.6 0.246
H 0.1790 -1.6742 2.6944 -0.3 1.1 0.0 0.248
H -1.5670 -1.5166 2.5289 0.3 -0.1 0.2 0.226
H 0.2906 -1.6953 -0.7303 0.3 -0.1 -0.4 0.237
H 0.1291 -2.7686 0.6317 0.2 0.2 0.1 0.225
H 1.4231 -1.5335 0.6510 0.0 0.1 0.0 0.221
H 3.5470 -0.6072 -0.7707 1.0 0.2 0.9 0.222
H 3.8922 -1.1778 -2.3939 0.7 -0.6 -0.8 0.240
H 2.7345 -2.1520 -1.1622 1.2 2.2 -1.7 0.227
H 3.8048 1.3668 -2.0855 -2.2 0.4 0.2 0.225
H 2.0967 2.3516 -1.8057 0.7 -0.9 -0.3 0.221
```
Forces are in eV/Å.

Computed properties:
Kohn-Sham gap (spin up / spin down): 6.39 / 7.07 eV
multiplicity: 3
lowest unoccupied orbital energy (spin up / spin down): -3.518 / -5.727 eV
total energy: -784.166009 a.u.
relative energy (zero: lowest compared OMol25 entry of this formula, charge and spin): 2.3 kJ/mol
charge: +1